Molecular formula: C3H7NO2
Method: DFT, wB97M-V/def2-TZVPD

```
13
Properties=species:S:1:pos:R:3:lowdin_charge:R:1
C 0.82 -2.12 -0.71 -0.013
C 1.63 -1.30 -0.03 -0.239
O 1.30 0.05 0.29 -0.089
H -0.04 -1.85 -1.31 0.048
H 0.98 -3.22 -0.61 0.072
H 2.61 -1.80 0.30 0.123
H 1.61 0.43 1.16 0.129
C -1.66 1.84 0.72 -0.432
N -1.16 1.40 -0.41 0.125
O -2.63 2.63 0.73 -0.036
H -1.18 1.44 1.62 0.124
H -1.68 1.89 -1.17 0.135
H -0.61 0.60 -0.59 0.053
```

## Properties
Total charge = 0
Orbital gap = 10.21 eV
Energy above the lowest of the compared OMol25 structures with the same formula, charge and spin = 238.71 kJ/mol
E_tot = -8808.0548 eV
HOMO level = -9.7 eV
LUMO energy = 0.48 eV



Molecular formula: C2H6N2S
Method: DFT, wB97M-V/def2-TZVPD

```
11
Properties=species:S:1:pos:R:3:lowdin_charge:R:1
C 1.43 0.15 -0.64 -0.123
C -1.41 -0.44 1.14 -0.763
H 1.95 -0.31 0.22 0.092
H 1.94 -0.12 -1.55 0.078
H 1.43 1.22 -0.51 0.066
H -0.30 -0.28 -1.62 0.126
H -0.87 1.26 0.20 0.127
H -1.10 -1.50 1.03 0.083
N 0.12 -0.47 -0.68 -0.102
N -0.73 0.26 0.22 -0.136
S -2.47 0.23 2.19 0.551
```

## Properties
Total charge = 0
Orbital gap = 9.20 eV
Energy above the lowest of the compared OMol25 structures with the same formula, charge and spin = 138.76 kJ/mol
E_tot = -15985.3604 eV
HOMO level = -8.4 eV
LUMO energy = 0.79 eV



Molecular formula: C16H35N4O7P
Method: DFT, wB97M-V/def2-TZVPD

```
63
Properties=species:S:1:pos:R:3:lowdin_charge:R:1
O 3.60 2.82 -0.84 -0.493
P 2.51 3.73 -1.47 0.798
C 0.95 3.59 -0.36 -0.267
C 0.22 5.05 -0.45 -0.151
C -0.99 4.62 -1.39 -0.165
O -1.37 3.21 -1.28 -0.032
C -0.15 2.55 -0.90 -0.380
O -0.10 1.32 -1.02 0.080
H 2.13 3.15 -2.73 0.041
H 2.94 5.10 -1.59 0.026
H 1.17 3.17 0.68 0.147
H 0.86 5.78 -1.03 0.087
H 0.02 5.28 0.66 0.128
H -1.95 5.23 -1.40 0.138
H -0.54 4.72 -2.44 0.130
C 2.62 -0.81 -0.42 -0.011
C 3.23 -2.12 -0.87 -0.553
O 4.23 -2.17 -1.56 0.019
N 2.62 -3.27 -0.46 -0.002
C 1.44 -3.42 0.36 -0.077
H 3.21 0.01 -0.82 0.069
H 1.60 -0.72 -0.80 0.070
H 2.63 -0.75 0.67 0.089
H 3.08 -4.10 -0.80 0.138
H 1.71 -4.00 1.25 0.081
H 0.69 -3.97 -0.21 0.082
H 1.02 -2.46 0.66 0.075
C -4.20 -2.68 -1.13 -0.023
C -3.28 -1.67 -0.51 -0.545
O -3.03 -1.67 0.69 0.008
N -2.72 -0.73 -1.32 0.010
C -2.89 -0.56 -2.74 -0.077
H -4.57 -3.36 -0.37 0.073
H -5.06 -2.18 -1.59 0.081
H -3.66 -3.27 -1.88 0.085
H -2.12 -0.08 -0.83 0.111
H -1.91 -0.64 -3.22 0.082
H -3.30 0.43 -2.93 0.082
H -3.56 -1.31 -3.17 0.074
C -6.12 -1.60 2.31 -0.002
C -7.02 -2.45 1.46 -0.535
O -6.84 -2.59 0.26 0.018
N -8.06 -3.08 2.07 0.000
C -8.44 -3.04 3.46 -0.082
H -5.33 -1.17 1.69 0.067
H -6.69 -0.78 2.76 0.085
H -5.65 -2.21 3.08 0.092
H -8.62 -3.63 1.43 0.139
H -8.43 -4.06 3.85 0.082
H -9.46 -2.65 3.53 0.082
H -7.78 -2.42 4.05 0.074
C 8.90 0.48 0.54 -0.016
C 8.52 1.91 0.79 -0.560
O 9.36 2.78 1.00 0.013
N 7.20 2.24 0.79 0.006
C 6.06 1.36 0.56 -0.084
H 9.98 0.38 0.57 0.082
H 8.47 -0.17 1.30 0.083
H 8.56 0.17 -0.45 0.086
H 7.02 3.21 0.97 0.138
H 5.51 1.74 -0.30 0.048
H 5.42 1.40 1.45 0.084
H 6.37 0.33 0.38 0.076
```

## Properties
Total charge = 0
Orbital gap = 8.84 eV
E_tot = -46741.3888 eV
HOMO level = -8.8 eV
LUMO energy = 0.03 eV



Repeat the second record exactly.
Molecular formula: C2H6N2S
Method: DFT, wB97M-V/def2-TZVPD

```
11
Properties=species:S:1:pos:R:3:lowdin_charge:R:1
C 1.43 0.15 -0.64 -0.123
C -1.41 -0.44 1.14 -0.763
H 1.95 -0.31 0.22 0.092
H 1.94 -0.12 -1.55 0.078
H 1.43 1.22 -0.51 0.066
H -0.30 -0.28 -1.62 0.126
H -0.87 1.26 0.20 0.127
H -1.10 -1.50 1.03 0.083
N 0.12 -0.47 -0.68 -0.102
N -0.73 0.26 0.22 -0.136
S -2.47 0.23 2.19 0.551
```

## Properties
Total charge = 0
Orbital gap = 9.20 eV
Energy above the lowest of the compared OMol25 structures with the same formula, charge and spin = 138.76 kJ/mol
E_tot = -15985.3604 eV
HOMO level = -8.4 eV
LUMO energy = 0.79 eV